Record 1
Here is CH7N2O3PS in the gas phase in a non-equilibrium geometry from the OMol25 dataset. Energies are from ωB97M-V with the def2-TZVPD basis set.

XYZ file:
```
15
Properties=species:S:1:pos:R:3
S -1.32 0.27 0.11
P -1.85 -1.47 -0.89
O -0.77 1.11 -0.96
O -2.53 0.85 0.65
O -0.23 -0.11 1.23
N 1.45 1.43 0.41
N 1.11 -0.63 -0.78
C 1.20 0.09 0.48
H 1.50 1.87 1.32
H 0.68 1.87 -0.11
H 1.94 -0.99 -0.91
H -1.08 -2.30 -0.05
H -2.85 -1.43 -0.08
H 1.87 -0.55 1.15
H 0.89 -0.02 -1.57
```

2S+1 = 1
E_HOMO = -10.245 eV
SMILES = NC(N)OS(=O)(=O)P
gap between HOMO and LUMO = 11.0 eV
strongest force on any atom = 0.1120 Eh/bohr

Record 2
Here is 2 unconnected molecules or ions with the total composition C9H20NS in a non-equilibrium geometry from the OMol25 dataset. Energies are from ωB97M-V with the def2-TZVPD basis set.

XYZ file:
```
31
Properties=species:S:1:pos:R:3
S 2.76 0.79 -0.11
N -0.10 1.51 -0.43
C -0.35 2.86 0.17
C -1.97 -1.49 0.69
C 1.34 -1.12 -1.66
C 1.61 -0.57 -0.28
C -1.51 -0.61 -0.10
C 2.00 -1.63 0.63
C -0.42 0.31 0.28
C -0.30 0.48 1.80
C -2.15 -0.57 -1.53
H -1.26 0.48 2.29
H 2.72 -2.22 0.15
H -0.65 1.61 -1.33
H 0.25 2.93 1.05
H 2.84 0.72 1.28
H 0.26 1.37 2.13
H -2.69 0.37 -1.65
H 0.93 1.57 -0.36
H 1.16 -2.44 0.77
H 1.21 -0.32 -2.43
H -0.06 3.59 -0.65
H 0.20 -0.29 2.32
H 2.12 -1.45 1.68
H -2.93 -1.37 -1.61
H 2.08 -1.84 -2.02
H -2.73 -2.16 0.43
H 0.29 -1.60 -1.48
H -1.36 3.12 0.38
H -1.38 -0.65 -2.21
H -1.92 -1.37 1.78
```

2S+1 = 1
E_HOMO = -12.031 eV
total charge = +1
gap between HOMO and LUMO = 8.6 eV
strongest force on any atom = 0.1063 Eh/bohr

Record 3
Here is C5H7IN2 in the gas phase in a non-equilibrium geometry from the OMol25 dataset. Energies are from ωB97M-V with the def2-TZVPD basis set.

XYZ file:
```
15
Properties=species:S:1:pos:R:3
I -0.04 3.08 0.45
N -0.99 -1.19 0.60
N -0.12 -0.28 0.43
C -2.19 0.79 0.60
C 1.24 -0.48 0.19
C 1.82 -0.28 -1.20
C -2.10 -0.62 0.74
C -0.97 1.24 0.45
H 2.86 -0.80 -1.32
H 1.71 0.75 -1.59
H -2.95 1.51 0.50
H 1.46 -1.56 0.33
H 1.94 0.04 0.96
H -2.92 -1.35 0.81
H 1.23 -0.85 -1.95
```

2S+1 = 1
E_HOMO = -8.397 eV
SMILES = CCn1nccc1I
gap between HOMO and LUMO = 8.7 eV
strongest force on any atom = 0.1247 Eh/bohr

Record 4
Here is C3H5N3 in the gas phase in a non-equilibrium geometry from the OMol25 dataset. Energies are from ωB97M-V with the def2-TZVPD basis set.

XYZ file:
```
11
Properties=species:S:1:pos:R:3
N 0.69 -1.33 -0.13
N 0.83 1.19 -0.13
N -1.53 1.55 -0.02
C 1.57 -0.47 -0.29
C -0.61 -0.75 0.08
C -0.51 0.78 0.03
H -2.39 0.98 -0.01
H -0.97 -1.08 1.06
H -1.30 -1.09 -0.69
H 2.66 -0.70 -0.35
H 1.57 0.92 0.46
```

2S+1 = 1
E_HOMO = -9.603 eV
SMILES = [H]/N=C1\CN=CN1
gap between HOMO and LUMO = 10.4 eV
strongest force on any atom = 0.0660 Eh/bohr

Record 5
Here is C4H6O in the gas phase in a non-equilibrium geometry from the OMol25 dataset. Energies are from ωB97M-V with the def2-TZVPD basis set.

XYZ file:
```
11
Properties=species:S:1:pos:R:3
O 0.27 -1.80 0.00
C -0.81 0.97 1.23
C 0.84 -1.40 -1.22
C -0.05 0.90 -0.05
C 0.43 -0.17 -0.59
H -1.71 1.58 1.10
H -0.21 1.44 2.01
H 1.91 -1.61 -1.34
H 0.14 1.83 -0.58
H 0.27 -1.70 -2.11
H -1.08 -0.03 1.55
```

2S+1 = 1
E_HOMO = -9.751 eV
SMILES = C/C=C1/CO1
gap between HOMO and LUMO = 10.8 eV
strongest force on any atom = 0.0685 Eh/bohr

Record 6
Here is a gas-phase ion, C3H3N2 (charge +1) in a non-equilibrium geometry from the OMol25 dataset. Energies are from ωB97M-V with the def2-TZVPD basis set.

XYZ file:
```
8
Properties=species:S:1:pos:R:3
N 1.24 0.16 -0.29
N -1.25 0.05 -0.28
C 1.29 -1.04 0.02
C 0.00 -0.06 0.46
C -1.18 -1.15 0.01
H 1.69 0.95 -0.73
H -1.78 0.81 -0.69
H -0.01 0.28 1.50
```

2S+1 = 1
E_HOMO = -16.276 eV
total charge = +1
gap between HOMO and LUMO = 10.9 eV
strongest force on any atom = 0.0449 Eh/bohr

Record 7
Here is 2 unconnected molecules or ions with the total composition C4H11NO2P in a non-equilibrium geometry from the OMol25 dataset. Energies are from ωB97M-V with the def2-TZVPD basis set.

XYZ file:
```
19
Properties=species:S:1:pos:R:3
P -2.33 0.20 0.13
O -3.39 -0.62 0.81
O -2.48 0.51 -1.29
N -2.00 1.71 0.88
C 1.06 -1.90 -0.17
C 0.64 0.22 -1.40
C 0.75 -0.45 -0.08
C 1.28 0.33 1.07
H 0.91 -0.09 2.04
H 0.39 1.30 -1.50
H -0.18 -0.23 -1.90
H -1.91 1.66 1.80
H -1.25 2.18 0.32
H 1.70 0.07 -1.91
H 0.64 -2.46 0.62
H 2.20 -2.02 -0.16
H 1.04 1.38 0.84
H 2.40 0.28 1.08
H 0.53 -2.08 -1.18
```

2S+1 = 1
E_HOMO (alpha / beta) = -3.227 / -2.121 eV
total charge = -1
gap between HOMO and LUMO (alpha / beta) = 6.9 / 5.7 eV
strongest force on any atom = 0.1083 Eh/bohr

Record 8
Here is 2 unconnected molecules or ions with the total composition C6H14N3 in a non-equilibrium geometry from the OMol25 dataset. Energies are from ωB97M-V with the def2-TZVPD basis set.

XYZ file:
```
23
Properties=species:S:1:pos:R:3
N -1.81 1.73 -0.58
N -0.93 -2.12 0.67
N -2.50 0.06 1.10
C 0.06 -0.55 -0.73
C 0.90 1.39 0.66
C -1.95 0.76 0.23
C 1.15 -0.06 0.22
C -0.75 -1.64 -0.54
C 2.47 -0.17 -0.55
H -1.11 -2.19 -1.33
H 2.40 -0.99 -1.19
H 1.15 -0.59 1.15
H -2.55 2.39 -0.92
H 3.36 -0.21 0.16
H 1.53 1.87 1.37
H 2.69 0.83 -1.11
H 0.87 2.02 -0.30
H -0.31 -1.86 1.43
H -0.78 2.00 -0.95
H -2.53 -0.94 1.31
H -1.40 -3.04 0.64
H 0.10 -0.05 -1.71
H -0.06 1.35 0.98
```

2S+1 = 1
E_HOMO (alpha / beta) = -12.431 / -12.432 eV
total charge = +1
gap between HOMO and LUMO (alpha / beta) = 8.2 / 8.2 eV
strongest force on any atom = 0.1257 Eh/bohr

Number 5 is which compound?
C4H6O